# 1
The following is a quantum chemistry calculation of a molecular structure, C4H13NO2S, from the Open Molecules 2025 dataset.

Results
Energy above the lowest of the compared OMol25 structures with the same formula, charge and spin   3.410 eV
Orbital gap   9.16 eV
LUMO level   0.4 eV
E_HOMO   -0.3209 hartree

CARTESIAN COORDINATES (ANGSTROEM)
C -1.00 -0.23 -1.95
N 0.18 -0.45 -1.19
C 0.51 0.51 -0.11
C 0.45 1.99 -0.29
S 1.40 2.75 0.98
C -0.29 0.06 1.16
O 0.66 0.00 2.22
H -1.23 0.79 -2.64
H -1.14 -0.99 -2.64
H -1.89 -0.18 -1.20
H 1.04 -0.89 -1.52
H 1.83 0.06 0.02
H -0.71 2.28 -0.28
H 0.85 2.24 -1.25
H 1.77 1.84 1.87
H -0.92 0.89 1.42
H -0.73 -0.90 1.08
H 1.38 -0.68 2.01
H -0.74 -2.79 1.49
H -0.36 -3.16 0.08
O -1.08 -3.14 0.73

---

# 2
The following is a quantum chemistry calculation of a single C9H14NO2P molecule, from the Open Molecules 2025 dataset.

Results
Spin multiplicity   3
Energy above the lowest of the compared OMol25 structures with the same formula, charge and spin   0.606 eV
Orbital gap (spin up / spin down)   5.73 / 6.43 eV
LUMO level (spin up / spin down)   0.7 / -2.7 eV
E_HOMO (spin up / spin down)   -0.1843 / -0.3367 hartree

CARTESIAN COORDINATES (ANGSTROEM)
C -1.84 -1.49 -0.10
C -0.46 -1.29 -0.13
C -2.10 0.82 0.01
C -2.73 -0.42 -0.04
C -0.75 1.06 -0.17
C 0.09 -0.01 -0.34
C -4.17 -0.63 -0.12
C -0.19 2.41 -0.08
C 3.58 -1.83 -0.41
N 2.42 1.37 1.11
O 3.12 0.82 -1.33
O 2.79 -1.05 0.46
P 2.26 0.40 -0.17
H -2.31 -2.44 -0.09
H 0.18 -2.16 -0.06
H -2.63 1.66 0.33
H -4.39 -1.35 0.59
H -4.59 0.34 0.19
H -4.63 -0.78 -1.08
H -0.46 2.96 0.88
H 0.82 2.27 -0.16
H -0.50 3.03 -0.88
H 3.18 -1.80 -1.45
H 3.53 -2.89 0.05
H 4.58 -1.66 -0.30
H 3.47 1.43 1.45
H 1.72 1.22 1.84

---

# 3
The following is a quantum chemistry calculation of a molecular structure, C45H38N6P2Pt, from the Open Molecules 2025 dataset.

Results
Orbital gap   6.55 eV
LUMO level   -6.2 eV
E_HOMO   -0.4697 hartree
Total charge   +2

CARTESIAN COORDINATES (ANGSTROEM)
Pt -0.48 0.14 -0.61
C -0.06 4.55 -0.23
C -0.32 3.32 -0.81
N -0.53 2.23 -0.07
C -0.47 2.40 1.28
C -0.18 3.64 1.82
N 0.03 4.72 1.08
C -0.72 1.21 2.10
C -0.94 1.19 3.47
C -1.22 -0.02 4.10
C -1.31 -1.17 3.33
C -1.09 -1.10 1.97
N -0.77 0.07 1.39
C -1.18 -2.21 1.02
C -1.32 -3.54 1.40
N -1.42 -4.53 0.53
C -1.35 -4.20 -0.75
C -1.19 -2.89 -1.18
N -1.13 -1.89 -0.30
C -1.45 -0.07 5.56
C -0.98 -1.14 6.32
C -1.21 -1.14 7.68
N -1.87 -0.18 8.31
C -2.33 0.83 7.59
C -2.15 0.94 6.22
H 0.09 5.42 -0.86
H -0.34 3.21 -1.88
H -0.09 3.77 2.90
H -0.89 2.10 4.04
H -1.59 -2.11 3.79
H -1.35 -3.81 2.45
H -1.43 -5.00 -1.48
H -1.13 -2.65 -2.23
H -0.41 -1.94 5.86
H -0.84 -1.95 8.30
H -2.88 1.60 8.13
H -2.57 1.78 5.68
C 2.21 -0.16 -3.21
C 0.82 -0.54 -3.76
P -0.61 0.18 -2.89
C -2.05 -0.75 -3.46
C -3.21 -0.80 -2.68
C -4.34 -1.46 -3.15
C -4.32 -2.06 -4.40
C -3.18 -2.01 -5.18
C -2.05 -1.35 -4.72
C -0.85 1.82 -3.62
C -2.10 2.43 -3.46
C -2.32 3.70 -3.96
C -1.29 4.37 -4.62
C -0.06 3.77 -4.78
C 0.17 2.49 -4.29
C 2.67 -1.04 -2.05
P 1.94 -0.51 -0.46
C 2.05 -1.92 0.68
C 1.99 -1.67 2.05
C 1.98 -2.72 2.96
C 2.00 -4.04 2.51
C 2.04 -4.29 1.15
C 2.06 -3.25 0.23
C 3.13 0.70 0.19
C 4.31 0.29 0.81
C 5.23 1.24 1.22
C 4.99 2.59 1.01
C 3.82 3.00 0.38
C 2.89 2.05 -0.03
H 2.23 0.90 -2.91
H 2.93 -0.25 -4.02
H 0.68 -1.63 -3.71
H 0.74 -0.27 -4.81
H -3.21 -0.35 -1.69
H -5.23 -1.49 -2.54
H -5.20 -2.57 -4.76
H -3.17 -2.47 -6.16
H -1.17 -1.29 -5.36
H -2.90 1.91 -2.95
H -3.29 4.16 -3.84
H -1.47 5.36 -5.01
H 0.74 4.29 -5.31
H 1.14 2.03 -4.43
H 3.76 -1.00 -1.94
H 2.41 -2.08 -2.25
H 1.99 -0.65 2.42
H 1.97 -2.51 4.02
H 2.00 -4.86 3.21
H 2.07 -5.32 0.79
H 2.12 -3.48 -0.82
H 4.51 -0.76 0.97
H 6.15 0.92 1.70
H 5.72 3.33 1.34
H 3.64 4.05 0.21
H 1.99 2.37 -0.53

---

# 4
The following is a quantum chemistry calculation of 2 unconnected molecules or ions with the total composition C2H3ClO2S, from the Open Molecules 2025 dataset.

Results
Energy above the lowest of the compared OMol25 structures with the same formula, charge and spin   5.026 eV
Orbital gap   9.26 eV
LUMO level   -0.6 eV
E_HOMO   -0.3642 hartree

CARTESIAN COORDINATES (ANGSTROEM)
C 0.28 -0.15 -0.65
C 0.81 0.66 0.49
O 1.74 -1.80 0.82
O 3.03 -0.23 -0.67
S 1.87 -0.62 0.03
Cl 1.26 2.27 0.19
H -0.30 -0.98 -0.27
H -0.09 0.44 -1.59
H 0.09 0.41 2.11

---

# 5
The following is a quantum chemistry calculation of 2 unconnected molecules or ions with the total composition C4H8O, from the Open Molecules 2025 dataset.

Results
Energy above the lowest of the compared OMol25 structures with the same formula, charge and spin   1.811 eV
Orbital gap   9.81 eV
LUMO level   1.1 eV
E_HOMO   -0.3193 hartree
SMILES   C=CC=C.O

CARTESIAN COORDINATES (ANGSTROEM)
C 1.46 2.23 1.48
C 0.26 1.59 1.32
C -0.62 1.96 0.27
C -1.60 1.15 -0.10
H 1.65 3.14 0.91
H 2.21 1.90 2.12
H 0.20 0.72 1.93
H -0.37 2.89 -0.25
H -2.28 1.28 -0.85
H -1.80 0.27 0.48
H 1.02 -5.45 -2.41
H -0.24 -6.19 -2.69
O 0.11 -5.50 -2.22

---

# 6
The following is a quantum chemistry calculation of a gas-phase ion, C2H6N3S (charge +1), from the Open Molecules 2025 dataset.

Results
Spin multiplicity   3
Energy above the lowest of the compared OMol25 structures with the same formula, charge and spin   1.219 eV
Orbital gap (spin up / spin down)   8.71 / 8.41 eV
LUMO level (spin up / spin down)   -3.5 / -7.4 eV
E_HOMO (spin up / spin down)   -0.4469 / -0.5793 hartree
Total charge   +1

CARTESIAN COORDINATES (ANGSTROEM)
C -0.46 0.69 0.16
C 0.89 1.40 0.03
N 1.15 -1.12 0.15
N -0.14 -0.78 0.11
N -1.08 -1.69 -0.02
S 2.18 0.06 0.15
H -0.84 0.81 1.28
H -1.32 0.85 -0.64
H 1.20 1.86 -0.87
H 1.05 2.23 0.65
H -1.79 -1.63 -0.74
H -0.83 -2.67 -0.27

---

# 7
The following is a quantum chemistry calculation of a single C14H19FN2O4S molecule, from the Open Molecules 2025 dataset.

Results
Energy above the lowest of the compared OMol25 structures with the same formula, charge and spin   13.584 eV
Orbital gap   9.22 eV
LUMO level   0.0 eV
E_HOMO   -0.3390 hartree
SMILES   CCOc1cc(S(=O)(=O)N2CCC(C(N)=O)CC2)ccc1F

CARTESIAN COORDINATES (ANGSTROEM)
C 3.87 2.87 -1.74
C 3.35 1.55 -2.55
H 3.80 1.50 -3.47
H 2.35 1.49 -2.70
O 3.95 0.30 -2.21
C 3.48 -0.05 -0.93
C 2.38 0.56 -0.28
C 1.85 -0.38 0.87
C 2.49 -1.46 1.43
C 3.52 -1.87 0.80
C 4.13 -1.34 -0.12
F 5.26 -1.90 -0.87
H 4.04 -2.75 1.02
H 2.02 -1.81 2.46
S 0.36 0.34 1.55
O 0.55 2.00 1.68
O 0.00 -0.11 2.75
N -0.73 0.15 0.42
C -2.01 0.83 0.46
C -3.02 0.46 1.32
H -2.63 0.09 2.18
H -3.72 1.21 1.46
C -3.56 -0.93 0.70
C -4.61 -0.41 -0.28
O -4.48 -0.59 -1.54
N -5.99 -0.48 0.19
H -6.11 -0.56 0.98
H -6.71 -0.27 -0.28
C -2.37 -1.52 -0.16
C -1.12 -1.28 0.46
H -1.08 -1.82 1.57
H -0.28 -1.99 -0.18
H -2.47 -1.29 -1.16
H -2.62 -2.67 -0.31
H -3.97 -1.54 1.29
H -1.60 1.84 0.95
H -2.27 0.89 -0.73
H 1.77 1.44 -0.45
H 3.61 3.68 -2.27
H 3.62 2.82 -0.64
H 4.92 3.00 -1.67

---

# 8
The following is a quantum chemistry calculation of 2 unconnected molecules or ions with the total composition C5H10O, from the Open Molecules 2025 dataset.

Results
Energy above the lowest of the compared OMol25 structures with the same formula, charge and spin   2.695 eV
Orbital gap   10.01 eV
LUMO level   0.6 eV
E_HOMO   -0.3451 hartree
SMILES   C=CCC.C=O

CARTESIAN COORDINATES (ANGSTROEM)
O -0.32 -0.24 2.10
C -0.87 0.80 1.79
C -1.15 0.81 -0.48
C 0.07 0.57 -0.96
C 0.56 -0.78 -1.33
C 1.28 -1.13 -0.01
H 0.80 -0.66 0.84
H -0.34 1.76 1.67
H -1.97 0.88 1.81
H -1.49 1.83 -0.42
H -1.90 0.02 -0.47
H 0.85 1.33 -0.92
H -0.28 -1.46 -1.55
H 1.21 -0.76 -2.22
H 1.22 -2.19 0.19
H 2.31 -0.77 -0.05

---

no.,largest force on an atom (eV/Å),E_tot (Eh)
1,5.13,-763.4969
2,5.75,-897.7661
3,0.17,-2867.7780
4,5.19,-1086.6660
5,4.30,-232.3791
6,3.79,-641.8184
7,19.27,-1452.9121
8,1.62,-271.6536